1.
The following is a quantum chemistry calculation of a structure of composition C25H30As2FeN4O3, from the Open Molecules 2025 dataset.

Geometry (Å):
Fe (1.01986, 0.02774, -0.10738)
O (0.47328, -1.53124, -3.74222)
C (0.92479, -1.22979, -2.65971)
N (1.09967, -0.00629, -2.08272)
C (1.37681, 1.10015, -2.80819)
O (1.54454, 1.22615, -4.00664)
C (1.58072, 2.32697, -1.90371)
C (2.05945, 3.49984, -2.46259)
C (2.32501, 4.57325, -1.62615)
C (2.08333, 4.44211, -0.26838)
C (1.56574, 3.24384, 0.19933)
N (1.33006, 2.20594, -0.59581)
C (1.41549, -2.34063, -1.71453)
C (1.78362, -3.56499, -2.24347)
C (2.31723, -4.52096, -1.39171)
C (2.46623, -4.21356, -0.04940)
C (2.05120, -2.96904, 0.39908)
N (1.52218, -2.05659, -0.40975)
H (2.21795, 3.53071, -3.53115)
H (2.71003, 5.50142, -2.02884)
H (2.27287, 5.25497, 0.41946)
H (1.31061, 3.10750, 1.24548)
H (1.65091, -3.73113, -3.30318)
H (2.61609, -5.48966, -1.77108)
H (2.88968, -4.92350, 0.64784)
H (2.13509, -2.68995, 1.44337)
C (-2.17865, 3.45997, 0.23457)
As (-1.49760, 1.61629, 0.20776)
C (-2.00705, 1.32512, -1.67359)
C (-3.03088, 0.67223, 0.96546)
C (-4.13097, 1.30462, 1.53913)
C (-5.19863, 0.56416, 2.02617)
C (-5.18003, -0.82023, 1.94010)
C (-4.07432, -1.45779, 1.39713)
C (-2.98992, -0.72640, 0.92238)
As (-1.36199, -1.59922, 0.25061)
C (-2.20593, -2.84161, -0.99908)
C (-1.07217, -2.80569, 1.75764)
H (-3.17929, 3.51813, -0.19418)
H (-1.49963, 4.06511, -0.36726)
H (-2.19087, 3.85821, 1.24888)
H (-3.06055, 1.56948, -1.80428)
H (-1.82455, 0.29410, -1.97246)
H (-1.40028, 1.96705, -2.31362)
H (-4.16621, 2.38527, 1.60289)
H (-6.05176, 1.06893, 2.46252)
H (-6.02116, -1.40100, 2.29725)
H (-4.06487, -2.54120, 1.34668)
H (-2.91913, -3.48593, -0.48571)
H (-1.43856, -3.45624, -1.47018)
H (-2.71841, -2.27096, -1.77153)
H (-2.02637, -3.13699, 2.16259)
H (-0.51160, -2.27529, 2.52612)
H (-0.49794, -3.67110, 1.42760)
N (2.38722, 0.27533, 3.75837)
C (2.20495, 0.26655, 2.42391)
O (1.09634, -0.01752, 1.95530)
C (3.36080, 0.61580, 1.52587)
C (3.05152, 0.20746, 0.07969)
H (1.60038, 0.11482, 4.36380)
H (3.27204, 0.53520, 4.15319)
H (4.26725, 0.16628, 1.95182)
H (3.49611, 1.70048, 1.61507)
H (3.53255, -0.75159, -0.12963)
H (3.48772, 0.93485, -0.60892)

Force components x, y, z for each atom (eV/Å):
2.2046 -0.4512 -0.0875
0.0577 0.0693 -0.1279
0.1398 -0.3956 0.4001
-0.2735 -0.0677 0.1415
-0.0454 0.5101 0.2697
-0.0195 -0.0775 -0.0524
-0.0474 -0.3104 -0.2096
0.0119 0.1323 0.0914
-0.0107 -0.0258 -0.1503
-0.0820 -0.0461 0.1066
-0.0688 0.0848 -0.0101
-0.2856 -0.4798 -0.1357
-0.2217 0.2365 -0.2257
0.0481 -0.1209 0.1030
-0.0467 0.0183 -0.1286
-0.0263 0.0519 0.0971
-0.0728 -0.0754 0.0560
-0.2747 0.4583 -0.2351
0.0158 -0.0061 0.0045
0.0119 -0.0073 0.0074
0.0013 -0.0067 -0.0001
0.0126 -0.0033 0.0045
-0.0049 -0.0002 0.0019
0.0215 0.0099 0.0020
0.0007 0.0074 -0.0037
-0.0151 0.0030 -0.0041
-0.0662 0.0203 0.0984
-0.4596 0.2970 -0.0471
0.1070 0.0033 0.0059
-0.0304 -0.0913 0.0049
-0.0113 -0.0011 -0.0452
-0.0145 0.0016 0.0004
-0.0001 0.0003 -0.0097
0.0050 0.0063 0.0150
-0.0339 -0.0180 0.0776
-0.4327 0.3946 -0.0216
0.0681 -0.1143 0.0042
0.0750 -0.0682 -0.0128
0.0001 0.0282 -0.0050
0.0086 -0.0001 0.0068
0.0107 0.0098 -0.0011
-0.0042 -0.0041 -0.0093
0.0032 -0.0069 0.0101
-0.0007 0.0138 0.0131
-0.0060 -0.0006 -0.0178
0.0082 0.0024 0.0027
0.0075 0.0007 0.0092
0.0043 -0.0018 0.0052
-0.0189 -0.0015 -0.0226
-0.0008 0.0035 -0.0077
0.0075 0.0038 -0.0094
0.0123 -0.0367 0.0123
-0.0059 0.0118 -0.0011
0.0064 0.0031 -0.0009
0.0252 0.0044 0.0029
0.0029 0.0162 -0.1029
-0.1675 0.0119 -0.0214
-0.0037 -0.0370 0.0052
-0.2700 -0.0195 0.1314
0.0015 -0.0026 0.0001
-0.0016 -0.0082 0.0100
0.0324 0.0677 -0.0165
-0.0249 -0.0024 0.0116
0.0642 0.0352 -0.0092
0.0716 -0.0286 0.0196

ΔE to the lowest compared entry with this formula, charge and spin   108.05 kJ/mol
Molecular weight   640.23 u
Strongest force on any atom   0.044 hartree/bohr
Highest occupied orbital energy (spin up / spin down)   -6.8 / -6.9 eV

2.
The following is a quantum chemistry calculation of a cluster of 3 separate species, C4H9NO2 in total, from the Open Molecules 2025 dataset.

Geometry (Å):
C (-1.63309, 0.81906, -0.11661)
N (-1.03865, -0.50310, 0.18358)
C (-0.78321, -0.70372, 1.62736)
C (0.26836, -0.97591, 0.69660)
O (1.17672, -1.72596, 0.44265)
H (-2.58911, 0.89660, 0.42555)
H (-1.86636, 0.94834, -1.17991)
H (-1.01456, 1.66730, 0.20827)
H (-1.23719, -1.58652, 2.05755)
H (-0.75312, 0.20495, 2.22132)
H (-0.04102, -0.47723, -1.63096)
H (0.47923, -0.26042, -2.11564)
C (2.04532, 0.60545, -0.48167)
O (1.23026, 0.81828, 0.38933)
H (2.40251, 1.46269, -1.05604)
H (2.41124, -0.41174, -0.71300)

Force components x, y, z for each atom (eV/Å):
0.1488 0.0015 -0.0606
0.2562 -0.1918 0.0926
-0.0918 -0.1276 0.7601
-0.5198 -0.5732 -0.4411
-0.9070 0.4501 -0.3667
0.3140 -0.2520 -0.1241
0.2576 -0.2519 0.1583
0.0291 -0.2514 -0.0354
-0.3348 0.1123 0.3887
0.1040 -0.0996 0.1550
0.1313 -0.0625 -0.3745
-0.0948 -0.0436 -0.2711
-0.1597 0.3882 0.3972
0.7299 0.6147 -0.2493
0.2911 0.0406 -0.2098
-0.1542 0.2462 0.1805

ΔE to the lowest compared entry with this formula, charge and spin   544.48 kJ/mol
Molecular weight   103.12 u
SMILES string   CN1CC1=O.[H][H].C=O
Strongest force on any atom   0.021 hartree/bohr
Highest occupied orbital energy   -8.8 eV